(w)
Below is the molecule CH3NS2, with properties calculated with wB97M-V/def2-TZVPD.

Output
HOMO level, eV: -8.8
SMILES: S=CNS
Kohn-Sham gap, eV: 9.1

```
! RIJCOSX wB97M-V def2-TZVPD def2/J DEFGRID3
* xyz 0 1
S 2.40835 -0.05688 -0.12136
C 0.82969 -0.45990 -0.15034
N -0.10271 0.47189 -0.34147
S -1.69758 -0.18512 -0.19104
H 0.47952 -1.46593 -0.16910
H 0.18873 1.37298 -0.04019
H -2.10599 0.32297 1.01351
*
```



(x)
Below is CH3NS2 as an isolated structure, with properties calculated with wB97M-V/def2-TZVPD.

Output
HOMO level, eV: -9.0
Kohn-Sham gap, eV: 8.8

```
! RIJCOSX wB97M-V def2-TZVPD def2/J DEFGRID3
* xyz 0 1
C 0.20846 -0.43029 -0.11124
N 0.18535 0.59374 -0.83063
S 0.38430 -1.23179 2.02842
S 0.58098 2.15079 -0.69606
H -0.71277 -2.03825 1.61694
H -0.23057 -1.37261 -0.44437
H -0.41574 2.32840 -1.56306
*
```



(y)
Below is the molecule CH3NS2, with properties calculated with wB97M-V/def2-TZVPD.

Output
HOMO level (alpha / beta), eV: -9.1 / -9.1
SMILES: C[N+](=S)[S-]
Kohn-Sham gap (alpha / beta), eV: 7.1 / 7.1

```
! RIJCOSX wB97M-V def2-TZVPD def2/J DEFGRID3
* xyz 0 1
C 0.00250 0.15705 0.61792
N -0.03782 -0.23330 -0.76272
S -1.57795 -0.41994 -1.37745
S 1.43579 -0.22455 -1.46435
H -0.79349 0.79714 0.93018
H -0.05900 -0.68606 1.26134
H 1.02996 0.60966 0.79508
*
```



(z)
Below is a 2-piece molecular cluster, CH3NS2 overall, with properties calculated with wB97M-V/def2-TZVPD.

Output
HOMO level (alpha / beta), eV: -8.9 / -8.9
Kohn-Sham gap (alpha / beta), eV: 8.6 / 8.6

```
! RIJCOSX wB97M-V def2-TZVPD def2/J DEFGRID3
* xyz 0 1
C 0.54639 0.04830 0.04966
N -1.15667 -1.03440 0.42626
S 1.90119 -0.73332 -0.11727
S -0.01293 1.67475 -0.04586
H -0.76084 -1.96650 0.18244
H -1.58666 -0.40467 -0.28134
H 1.06952 2.41585 -0.21389
*
```



Q: Which of them is the most stable? A: (w).



(w)
Below is a 6-piece molecular cluster, C30H30N6 overall, with properties calculated with wB97M-V/def2-TZVPD.

Output
HOMO level, eV: -9.3
SMILES: c1ccncc1.c1ccncc1.c1ccncc1.c1ccncc1.c1ccncc1.c1ccncc1
Kohn-Sham gap, eV: 9.7

```
! RIJCOSX wB97M-V def2-TZVPD def2/J DEFGRID3
* xyz 0 1
C 0.33133 1.67439 4.56626
C 0.35433 0.29039 4.62926
C 1.54833 -0.32461 5.12626
N 2.71033 0.33539 5.32526
C 2.65133 1.63239 5.02326
C 1.55833 2.39439 4.59826
H -0.64067 2.16239 4.24826
H -0.44667 -0.40361 4.57126
H 1.74433 -1.37861 5.06926
H 3.65233 1.95739 5.26526
H 1.67533 3.47539 4.49026
C 2.53533 4.87739 2.25926
C 3.21933 4.38639 1.11926
C 4.58033 4.18939 0.98226
N 5.42533 4.31639 2.05926
C 4.80433 4.63739 3.22726
C 3.52833 5.10939 3.38926
H 1.38933 4.96539 2.24226
H 2.55533 4.16439 0.45726
H 5.01233 3.97039 0.16526
H 5.52633 4.54239 4.02426
H 3.05133 5.43139 4.53026
C -4.25367 -4.14561 0.15026
C -2.91767 -4.45261 -0.13674
C -2.42067 -4.00661 -1.46974
N -3.32867 -3.52461 -2.39774
C -4.62867 -3.36561 -2.09674
C -5.13667 -3.57361 -0.83274
H -4.37167 -4.60261 1.02726
H -2.15967 -4.98361 0.51926
H -1.43867 -4.15061 -1.81274
H -5.32367 -2.86461 -3.04974
H -6.00367 -3.43561 -0.33074
C -1.38767 -0.26161 0.93626
C -0.94767 -1.10961 -0.07374
C 0.33333 -0.73761 -0.84574
N 1.07633 0.23539 -0.40574
C 0.62433 0.98139 0.61426
C -0.56467 0.84139 1.26626
H -2.18767 -0.52461 1.59126
H -1.56767 -1.88261 -0.43074
H 0.48233 -1.46161 -1.75774
H 1.45533 1.62839 0.96326
H -0.75267 1.59239 2.06026
C -4.40567 0.65439 -3.73374
C -3.34267 0.72239 -2.83574
C -2.32867 1.65439 -2.77974
N -2.37467 2.84039 -3.47174
C -3.41467 2.73939 -4.36674
C -4.48467 1.80239 -4.56774
H -5.12667 -0.34461 -3.86274
H -3.26067 -0.19261 -2.12874
H -1.46767 1.77639 -2.04474
H -3.39067 3.69639 -5.02474
H -5.30067 1.87839 -5.31174
C 3.32433 -2.52061 -2.60374
C 2.74633 -2.93061 -1.52074
C 1.86233 -4.03561 -1.62874
N 1.44633 -4.52461 -2.88174
C 1.92633 -3.94061 -4.01574
C 2.79233 -2.96061 -3.96574
H 4.05633 -1.61261 -2.80574
H 3.01233 -2.31661 -0.65974
H 1.39933 -4.37561 -0.96074
H 1.73833 -4.20061 -4.86374
H 3.24633 -2.41061 -4.82174
*
```



(x)
Below is a 6-piece molecular cluster, C30H30N6 overall, with properties calculated with wB97M-V/def2-TZVPD.

Output
HOMO level, eV: -9.4
SMILES: c1ccncc1.c1ccncc1.c1ccncc1.c1ccncc1.c1ccncc1.c1ccncc1
Kohn-Sham gap, eV: 10.0

```
! RIJCOSX wB97M-V def2-TZVPD def2/J DEFGRID3
* xyz 0 1
C 11.63707 14.52986 11.42161
C 12.21972 13.31722 11.21903
C 11.61859 12.24424 11.83238
N 10.64843 12.30623 12.71820
C 10.17836 13.54746 12.96976
C 10.56138 14.67073 12.29698
H 11.95939 15.38600 10.84028
H 13.03498 13.23065 10.52521
H 12.07431 11.27179 11.68039
H 9.30206 13.56721 13.66870
H 10.03149 15.61056 12.38027
C 7.06433 18.38630 14.03639
C 7.82722 18.95705 15.02076
C 9.13679 19.27820 14.74317
N 9.68926 19.14922 13.55701
C 8.90248 18.57010 12.62897
C 7.55216 18.18742 12.79715
H 6.11214 17.95879 14.37846
H 7.44617 19.12107 16.05793
H 9.79005 19.66036 15.59295
H 9.34598 18.53900 11.63279
H 6.98129 17.81222 11.99886
C 8.82714 10.77170 17.35196
C 8.64246 11.10462 18.66719
C 9.45909 12.08617 19.25907
N 10.27242 12.82274 18.56394
C 10.36016 12.52775 17.23563
C 9.76002 11.46374 16.61160
H 8.17021 10.04090 16.90782
H 7.76930 10.68602 19.17674
H 9.22754 12.49405 20.27695
H 11.06844 13.19550 16.79483
H 9.71711 11.33241 15.56334
C 6.44323 12.74825 14.40086
C 6.27623 13.02982 15.74347
C 6.60378 14.32224 16.18052
N 7.04622 15.28408 15.33213
C 7.27344 14.94856 14.08552
C 6.94096 13.74958 13.53489
H 6.16913 11.71690 14.04501
H 5.86596 12.29238 16.44790
H 6.40846 14.61356 17.19116
H 7.75323 15.69457 13.39841
H 7.00106 13.59628 12.45112
C 6.70308 10.28047 10.70473
C 7.90465 10.24677 10.00975
C 7.89650 10.88506 8.79175
N 6.86392 11.52017 8.24456
C 5.73883 11.52778 8.96833
C 5.61511 10.86534 10.18046
H 6.58882 9.88648 11.71231
H 8.84013 9.80383 10.35241
H 8.84045 10.83449 8.20832
H 4.85613 11.92360 8.38820
H 4.64248 10.85942 10.68350
C 9.39639 15.98921 20.22041
C 8.15901 16.29035 20.71925
C 7.27104 16.98497 19.94290
N 7.57305 17.49510 18.76192
C 8.77567 17.17174 18.25229
C 9.71006 16.44733 18.93287
H 10.11681 15.40605 20.83278
H 7.75670 15.97759 21.69701
H 6.26790 17.20315 20.34868
H 9.03188 17.57669 17.25649
H 10.66859 16.22447 18.53280
*
```



Q: Which of them is the most stable? A: (x).



(w)
Below is the molecule CH2N2O2S, with properties calculated with wB97M-V/def2-TZVPD.

Output
HOMO level, eV: -10.2
SMILES: O=[N+]([O-])/N=C/S
Kohn-Sham gap, eV: 10.2

```
! RIJCOSX wB97M-V def2-TZVPD def2/J DEFGRID3
* xyz 0 1
O -2.14061 -0.18302 -0.68971
N -1.00663 -0.06336 -1.06891
O -0.58217 -0.27176 -2.19463
N -0.08587 0.39228 -0.25610
C 0.40661 -0.28204 0.69453
S 1.72509 0.22765 1.63896
H 0.07566 -1.22473 0.81086
H 1.60793 1.40498 1.06500
*
```



(x)
Below is a 2-piece molecular cluster, CH2N2O2S overall, with properties calculated with wB97M-V/def2-TZVPD.

Output
HOMO level (alpha / beta), eV: -8.3 / -8.3
Kohn-Sham gap (alpha / beta), eV: 5.8 / 7.1

```
! RIJCOSX wB97M-V def2-TZVPD def2/J DEFGRID3
* xyz 0 1
C -1.17714 -0.50558 0.59796
N -2.04151 -0.34573 1.43731
N -0.20212 -0.03779 -0.09791
O -2.39108 -0.88661 3.58863
O -2.85658 -0.39656 2.47331
S -1.31490 -2.82914 -0.86303
H 0.28727 -0.74434 -0.69460
H 0.24957 0.86888 0.16922
*
```



Q: Which of them is the most stable? A: (w).



(w)
Below is the molecule CH2N2O2S, with properties calculated with wB97M-V/def2-TZVPD.

Output
HOMO level, eV: -10.0
Kohn-Sham gap, eV: 9.8

```
! RIJCOSX wB97M-V def2-TZVPD def2/J DEFGRID3
* xyz 0 1
C 0.77127 -0.65650 -0.22084
N -0.31343 -1.21869 -0.36800
N 0.82283 0.61694 0.13597
O -2.24149 -0.27789 1.19372
O -0.67678 1.28043 0.02301
S -1.66520 -0.02103 -0.08945
H 1.84190 -0.96840 -0.35959
H 1.46090 1.24513 -0.31481
*
```



(x)
Below is the molecule CH2N2O2S, with properties calculated with wB97M-V/def2-TZVPD.

Output
HOMO level, eV: -9.6
SMILES: [H]/N=N/C(=O)OS
Kohn-Sham gap, eV: 9.1

```
! RIJCOSX wB97M-V def2-TZVPD def2/J DEFGRID3
* xyz 0 1
H -2.86103 -0.49319 0.39269
N -1.95191 -0.31272 0.85858
N -1.11287 0.20393 0.08698
C 0.11228 0.72864 0.42164
O 0.50102 1.86264 0.20577
O 0.91508 -0.33900 0.66170
S 2.57205 -0.07436 0.20020
H 2.24728 1.31488 0.25105
*
```



Q: Which of them is the most stable? A: (x).